DFT (wB97M-V/def2-TZVPD) results for a 5-piece molecular cluster, C21H28Cl12F9N2O5 overall.

Values from the calculation:
E_HOMO (Eh): -0.1762
M (g/mol): 984.882
F_max (Eh/bohr): 0.16820
DFT total energy (hartree): -7723.33815

```
! RIJCOSX wB97M-V def2-TZVPD def2/J DEFGRID3
* xyz -1 1
C 3.37178 0.86117 3.20241
C 3.75764 0.87932 1.60864
O 3.34967 2.18576 1.03963
C 3.22275 1.93420 -0.40262
O 4.23677 1.24157 -0.99243
C 2.03052 2.44513 -1.39781
C 0.67884 2.99519 -0.68615
C -0.07033 2.00276 0.37446
N -0.89949 0.88921 -0.13891
C -0.01343 -0.14692 -0.68422
C -0.21056 -1.70981 -0.15218
C 0.04866 -1.90013 1.45432
O 0.95161 -3.09047 1.58639
C -2.21842 1.15792 -0.73846
C -1.95368 1.41018 -2.36777
C -2.17227 0.11351 -3.33870
N -3.54368 0.14366 -4.04619
C -3.19385 -0.16610 -0.43249
O -4.24511 -0.56370 -1.14743
O -3.07622 -0.94996 0.84799
C -3.10501 2.42505 -0.24730
F -2.46437 3.71803 -0.70692
F -4.35210 2.38447 -1.12543
C -3.74598 2.59224 1.19144
F -4.86247 3.61342 0.98117
F -4.51974 1.46220 1.79179
C -2.95041 3.27596 2.43516
F -4.04211 3.78499 3.35631
F -2.19991 4.53928 2.08326
C -2.08480 2.24897 3.38543
F -2.83727 2.00386 4.67252
F -0.84011 2.98917 3.81455
F -1.81020 0.92463 2.79212
H 2.37469 0.22790 3.31311
H 4.24367 0.32870 3.77341
H 3.16930 1.96776 3.52483
H 4.90805 0.70208 1.48014
H 3.18771 0.01035 1.05579
H 2.46299 3.33959 -2.05873
H 1.72032 1.60484 -2.18008
H 0.99979 3.95771 -0.05432
H -0.04353 3.44067 -1.52641
H -0.68238 2.77413 1.05145
H 0.78250 1.65030 1.13776
H 1.09882 0.08249 -0.29939
H 0.12954 -0.24497 -1.83982
H 0.63389 -2.33126 -0.72327
H -1.23407 -2.16925 -0.54046
H -0.98366 -2.22274 1.95117
H 0.50692 -0.93112 1.96362
H 0.61456 -3.79242 0.95302
H -0.81242 1.70355 -2.58175
H -2.54916 2.29791 -2.83041
H -1.38570 0.16431 -4.23577
H -2.00728 -0.93052 -2.83551
H -3.89709 -0.85690 -3.98066
H -4.22485 0.70845 -3.49088
C -0.07535 -7.13885 0.45665
Cl 0.57332 -8.53942 -0.41361
Cl 0.75450 -6.93163 2.00840
Cl 0.07070 -5.67266 -0.52755
H -1.13551 -7.31688 0.65414
C 2.13232 -0.28997 -4.80049
Cl 2.51103 -2.01930 -4.72466
Cl 0.55811 0.03542 -4.05518
Cl 3.40264 0.66022 -4.01111
H 2.08357 0.00613 -5.85149
C 5.73270 -0.28906 6.56602
Cl 4.49458 -1.26950 5.76257
Cl 7.34788 -0.72785 5.98451
Cl 5.42538 1.43649 6.30582
H 5.68713 -0.48892 7.63963
C -1.76768 -3.69457 -4.11853
Cl -1.38897 -5.42390 -4.04270
Cl -3.34189 -3.36919 -3.37322
Cl -0.49736 -2.74438 -3.32914
H -1.81643 -3.39847 -5.16953
*
```

=====

DFT (wB97M-V/def2-TZVPD) results for C21H28Cl3O4Sm as an isolated structure.

Values from the calculation:
E_HOMO (spin up / spin down) (Eh): -0.2955 / -0.2967
ΔE to the lowest compared entry with this formula, charge and spin (kJ/mol): 17.55
M (g/mol): 601.170
F_max (Eh/bohr): 0.05361
DFT total energy (hartree): -3156.52052

```
! RIJCOSX wB97M-V def2-TZVPD def2/J DEFGRID3
* xyz 0 6
O -0.24314 0.39170 0.37487
C 0.75988 -0.04577 -0.65646
C 0.13528 0.77910 -1.76022
H 0.66912 -1.12941 -0.76995
H 1.76170 0.28656 -0.36117
C -0.90439 1.16336 -0.70780
H -0.24239 0.17826 -2.58851
H 0.75576 1.62063 -2.08213
C -2.25144 0.59249 -1.06586
H -2.16992 -0.48165 -1.26496
H -2.58652 1.08361 -1.99339
H -2.99841 0.79519 -0.28508
C -0.96200 2.63750 -0.38711
H 0.03971 3.05349 -0.22001
H -1.59335 2.84249 0.49290
H -1.40192 3.16583 -1.24683
Sm -0.04889 0.03799 2.73121
C 0.76731 1.98508 4.26755
C 1.88377 1.09766 4.23558
C 2.45689 1.14981 2.92445
H 2.27877 0.54046 5.08566
C 1.67510 2.05554 2.14255
C 0.63374 2.58014 2.96997
H -0.07026 3.36374 2.68224
H 0.13863 2.18323 5.13480
H 3.38900 0.67451 2.60933
H 1.91307 2.39485 1.13097
C -1.90931 -0.09240 4.53547
C -2.15529 1.12042 3.80722
C -2.61918 0.77188 2.51283
H -2.03216 2.13952 4.17536
C -2.66956 -0.65123 2.41864
C -2.22643 -1.19075 3.66904
H -2.21843 -2.24881 3.93696
H -1.61465 -0.16994 5.57965
H -3.00299 1.47384 1.76408
H -3.09670 -1.21316 1.59145
O 0.51845 -0.94630 -4.58397
C -0.04130 0.01070 -5.50639
C 0.24125 -0.45007 -6.94967
H 0.40805 0.99721 -5.31661
H -1.12488 0.09763 -5.30784
C 1.34718 -1.51807 -6.80181
H 0.52568 0.37618 -7.60109
H -0.66092 -0.91867 -7.34700
C 1.18489 -1.99340 -5.34610
H 2.32464 -1.05064 -6.93197
H 1.25180 -2.33252 -7.51961
H 2.14270 -2.23183 -4.85741
H 0.55920 -2.90258 -5.32926
Cl 2.00723 -4.18807 5.19772
C 1.85281 -3.71816 3.49270
Cl 3.43390 -3.55920 2.69840
Cl 0.79420 -4.83844 2.60186
C 1.17643 -2.29167 3.42423
O 0.85873 -1.54034 4.39614
O 0.95961 -1.93749 2.20442
*
```

=====

DFT (wB97M-V/def2-TZVPD) results for C21H28FeN3O2 as an isolated structure.

Values from the calculation:
E_HOMO (spin up / spin down) (Eh): -0.1181 / -0.1543
ΔE to the lowest compared entry with this formula, charge and spin (kJ/mol): 0.00
M (g/mol): 410.319
F_max (Eh/bohr): 0.07652
DFT total energy (hartree): -2395.32921

```
! RIJCOSX wB97M-V def2-TZVPD def2/J DEFGRID3
* xyz -1 5
O 0.85743 0.56934 -1.81746
C -0.53435 0.33209 -1.39662
C -0.69054 -0.88986 -2.28942
H -1.18110 1.15223 -1.72502
H -0.64289 0.15504 -0.31170
C 0.89959 -0.75426 -2.44057
H -1.23867 -0.64971 -3.21670
H -1.11823 -1.79438 -1.84347
C 1.49692 -0.64887 -3.85248
H 1.23167 0.30111 -4.35977
H 1.16528 -1.49472 -4.47876
H 2.60139 -0.72868 -3.79584
C 1.61874 -1.80386 -1.58090
H 1.17205 -1.83079 -0.56396
H 2.70992 -1.59147 -1.50978
H 1.50087 -2.80476 -2.02966
Fe 0.11970 -1.19886 2.86253
C -0.51610 -3.13375 3.41518
C -1.36207 -2.14221 4.01430
C -1.97612 -1.37847 2.95687
H -1.52215 -2.04166 5.08255
C -1.48612 -1.87621 1.70862
C -0.57168 -2.95682 1.98922
H -0.09483 -3.58109 1.23870
H 0.00826 -3.92284 3.95401
H -2.68394 -0.55990 3.05531
H -1.80202 -1.53647 0.72449
C 2.94318 -0.97315 3.75820
C 2.37434 -2.09073 3.09722
C 1.83830 -1.63850 1.82206
H 2.42545 -3.14481 3.38074
C 1.96259 -0.17734 1.80722
C 2.67366 0.19598 2.98557
H 3.03728 1.19803 3.22009
H 3.55922 -1.00586 4.66153
H 1.79040 -2.29399 0.95783
H 1.69452 0.47402 0.96794
O -1.36257 2.45401 -2.91638
C -1.30370 2.10165 -4.32969
C -1.87152 3.23207 -5.20046
H -1.91098 1.19306 -4.49581
H -0.25530 1.89278 -4.60554
C -2.52904 4.18977 -4.19230
H -2.59243 2.84018 -5.92379
H -1.04419 3.71116 -5.73596
C -2.04582 3.72339 -2.80516
H -3.61862 4.11542 -4.25569
H -2.23211 5.22242 -4.37536
H -2.87989 3.58791 -2.10500
H -1.34081 4.45368 -2.38062
N 0.13703 -0.10040 4.43097
C 0.27386 0.40596 5.48750
N 0.31950 1.17448 6.48343
C 0.80614 1.03474 7.68053
N 1.19050 1.03393 8.79125
*
```

=====

Repeat the second record exactly.
DFT (wB97M-V/def2-TZVPD) results for C21H28Cl3O4Sm as an isolated structure.

Values from the calculation:
E_HOMO (spin up / spin down) (Eh): -0.2955 / -0.2967
ΔE to the lowest compared entry with this formula, charge and spin (kJ/mol): 17.55
M (g/mol): 601.170
F_max (Eh/bohr): 0.05361
DFT total energy (hartree): -3156.52052

```
! RIJCOSX wB97M-V def2-TZVPD def2/J DEFGRID3
* xyz 0 6
O -0.24314 0.39170 0.37487
C 0.75988 -0.04577 -0.65646
C 0.13528 0.77910 -1.76022
H 0.66912 -1.12941 -0.76995
H 1.76170 0.28656 -0.36117
C -0.90439 1.16336 -0.70780
H -0.24239 0.17826 -2.58851
H 0.75576 1.62063 -2.08213
C -2.25144 0.59249 -1.06586
H -2.16992 -0.48165 -1.26496
H -2.58652 1.08361 -1.99339
H -2.99841 0.79519 -0.28508
C -0.96200 2.63750 -0.38711
H 0.03971 3.05349 -0.22001
H -1.59335 2.84249 0.49290
H -1.40192 3.16583 -1.24683
Sm -0.04889 0.03799 2.73121
C 0.76731 1.98508 4.26755
C 1.88377 1.09766 4.23558
C 2.45689 1.14981 2.92445
H 2.27877 0.54046 5.08566
C 1.67510 2.05554 2.14255
C 0.63374 2.58014 2.96997
H -0.07026 3.36374 2.68224
H 0.13863 2.18323 5.13480
H 3.38900 0.67451 2.60933
H 1.91307 2.39485 1.13097
C -1.90931 -0.09240 4.53547
C -2.15529 1.12042 3.80722
C -2.61918 0.77188 2.51283
H -2.03216 2.13952 4.17536
C -2.66956 -0.65123 2.41864
C -2.22643 -1.19075 3.66904
H -2.21843 -2.24881 3.93696
H -1.61465 -0.16994 5.57965
H -3.00299 1.47384 1.76408
H -3.09670 -1.21316 1.59145
O 0.51845 -0.94630 -4.58397
C -0.04130 0.01070 -5.50639
C 0.24125 -0.45007 -6.94967
H 0.40805 0.99721 -5.31661
H -1.12488 0.09763 -5.30784
C 1.34718 -1.51807 -6.80181
H 0.52568 0.37618 -7.60109
H -0.66092 -0.91867 -7.34700
C 1.18489 -1.99340 -5.34610
H 2.32464 -1.05064 -6.93197
H 1.25180 -2.33252 -7.51961
H 2.14270 -2.23183 -4.85741
H 0.55920 -2.90258 -5.32926
Cl 2.00723 -4.18807 5.19772
C 1.85281 -3.71816 3.49270
Cl 3.43390 -3.55920 2.69840
Cl 0.79420 -4.83844 2.60186
C 1.17643 -2.29167 3.42423
O 0.85873 -1.54034 4.39614
O 0.95961 -1.93749 2.20442
*
```

=====

Look up the F_max of the third one.
0.07652 Eh/bohr